(1)
A single C23H26Br3F12NOS molecule in a non-equilibrium geometry. Source: OMol25; level of theory: ωB97M-V/def2-TZVPD.

CARTESIAN COORDINATES (ANGSTROEM)
C 2.814501 1.423619 3.150701
C 2.727149 1.422313 1.483707
C 2.047632 2.794098 0.871940
Br 3.325301 3.820371 -0.343684
C 0.560587 2.586748 0.214679
C -0.439233 2.376210 1.539047
C -0.843575 0.843910 2.066236
C -1.876051 0.620744 3.349219
C -2.500954 1.972277 4.088382
C -2.085704 3.506090 3.575635
C -1.063790 3.725396 2.305386
N -0.123275 3.807749 -0.433642
C -1.083301 3.437168 -1.542357
O -1.627846 4.304584 -2.399266
C -1.192292 1.805773 -1.424521
C -1.864356 1.109089 -2.743447
C -2.087517 -0.508764 -2.655333
C -2.655698 -1.069120 -1.225455
C -2.128555 -2.613077 -1.067180
C -2.423576 -3.264573 0.445747
F -3.897740 -3.604612 0.401420
F -2.305636 -2.260204 1.539269
C -1.659675 -4.681344 0.711305
F -1.731349 -5.525953 -0.538135
F -2.493190 -5.430356 1.721222
S 0.065252 -4.596479 1.395652
F 0.407057 -3.046908 0.762168
F 0.629786 -5.380111 -0.062338
F -0.124305 -6.209945 2.043584
F -0.414210 -4.014173 2.932225
F 1.679814 -4.649095 1.982944
C 0.352725 1.471945 -0.994388
C 1.368332 1.504383 -2.286542
C 2.762373 0.663719 -2.089471
C 2.584288 -0.961524 -1.969973
F 1.183411 -1.443301 -1.968958
Br 3.383943 -1.631512 -0.217722
C 3.370957 -1.818447 -3.152081
F 4.754489 -1.313266 -3.395425
F 3.511867 -3.220892 -2.609868
Br 2.287998 -2.007128 -4.848479
H 2.400777 2.419638 3.622128
H 3.903181 1.281001 3.555258
H 2.120416 0.555231 3.574364
H 3.812509 1.202747 1.037618
H 1.998140 0.532039 1.218086
H 1.897377 3.520871 1.807146
H -0.442140 -0.127620 1.536401
H -2.224025 -0.423494 3.746696
H -3.262879 1.921291 4.976438
H -2.545275 4.473001 4.084560
H -0.809254 4.814607 1.953932
H 0.513828 4.556281 -0.783330
H -2.061373 1.676626 -0.618218
H -2.935304 1.603673 -2.887947
H -1.248270 1.406977 -3.722012
H -2.919853 -0.774925 -3.469139
H -1.107548 -1.057900 -3.040522
H -2.330542 -0.462385 -0.280374
H -3.834131 -1.076236 -1.251784
H -2.771031 -3.293689 -1.806895
H -1.007654 -2.780535 -1.379690
H 0.310614 0.431865 -0.456926
H 1.626797 2.655150 -2.468520
H 0.879605 1.134657 -3.295581
H 3.429663 1.007166 -1.191338
H 3.410735 0.858561 -3.072552

Cartesian forces (eV/Å) of the 2 atoms listed first:
-0.546 -0.013 0.230
-0.319 -0.515 0.357

Properties
- E_HOMO (eV) = -8.78
- charge = 0
- electronic energy (eV) = -281362.91876
- SMILES = CC[C@@H](Br)[C@@]1(c2ccccc2)NC(=O)[C@@H](CCCCC(F)(F)C(F)(F)S(F)(F)(F)(F)F)[C@H]1CC[C@](F)(Br)C(F)(F)Br
- M (g mol⁻¹) = 832.22
- Kohn-Sham gap (eV) = 6.244


(2)
A 2-piece molecular cluster, C21H30ClF3N2O9P2S overall in a non-equilibrium geometry. Source: OMol25; level of theory: ωB97M-V/def2-TZVPD.

CARTESIAN COORDINATES (ANGSTROEM)
C -0.517840 -1.547261 1.350983
C 0.771979 -0.699380 1.442510
C 1.736176 -1.476169 2.388323
C 0.594639 0.694503 2.086639
C -0.362326 1.617861 1.350550
N 0.050975 1.932203 -0.030438
C -0.761813 1.487993 -1.079382
O -1.950470 1.438532 -1.059609
C 0.234699 1.074274 -2.144313
C 0.040987 0.485981 -3.378574
N -1.319540 0.246415 -3.762288
C 1.150352 0.157875 -4.191137
C 0.848278 -0.521780 -5.519675
C 1.085185 -2.055834 -5.486440
C 0.109363 -2.677580 -4.527774
F 0.450026 -2.712048 -3.220427
C -1.081578 -3.160523 -4.841706
F -1.510487 -3.417640 -6.057829
F -1.968824 -3.448081 -3.901422
C 2.465077 0.452746 -3.763783
S 3.887184 0.058391 -4.783126
C 4.550736 -1.552510 -4.354666
O 3.561315 0.024441 -6.188359
O 4.961820 0.984432 -4.551641
C 2.639248 1.057079 -2.498293
P 4.353821 1.424600 -1.821348
O 4.278683 0.756091 -0.322065
Cl 4.364762 3.499422 -1.613177
C 1.530662 1.352993 -1.725733
C 1.404473 1.986705 -0.339710
O 2.268775 2.469038 0.322248
H -0.763012 -2.005317 2.310351
H -1.404080 -0.988708 1.037252
H -0.350416 -2.339911 0.617221
H 1.275965 -0.631720 0.471919
H 2.452235 -0.772974 2.821342
H 1.136890 -1.836689 3.228835
H 2.236606 -2.304882 1.890116
H 0.156969 0.527893 3.079569
H 1.584363 1.113541 2.267745
H -0.536319 2.557038 1.880984
H -1.333976 1.123874 1.312051
H -1.490997 0.634293 -4.679764
H -1.535579 -0.741293 -3.746702
H 1.396245 -0.065233 -6.339204
H -0.201696 -0.411487 -5.784742
H 2.068883 -2.302394 -5.101795
H 0.888948 -2.481049 -6.469938
H 5.009174 -1.494077 -3.368917
H 5.319055 -1.703393 -5.114590
H 3.825926 -2.352598 -4.465193
H 5.161621 0.829823 0.059418
C -6.402465 1.237925 5.185656
O -5.069628 1.775800 5.182722
P -3.818190 0.712038 5.188943
O -4.145617 -0.161401 6.352760
O -2.759339 1.885831 5.524120
C -2.869606 2.579217 6.765671
O -2.716547 -0.138778 4.346707
C -1.723640 -0.820382 5.105963
H -7.069583 1.995182 4.778718
H -6.474194 0.336225 4.582295
H -6.697578 1.018496 6.209918
H -3.330329 1.955422 7.532092
H -3.452939 3.490476 6.633306
H -1.863806 2.850462 7.081686
H -2.121772 -1.751793 5.503319
H -1.341748 -0.202921 5.917987
H -0.906159 -1.049309 4.423837

Cartesian forces (eV/Å) of the 2 atoms listed first:
0.158 0.448 -0.600
0.302 -0.519 1.153

Properties
- E_HOMO (eV) = -8.61
- charge = 0
- electronic energy (eV) = -93758.86762
- SMILES = CC(C)CCN1C(=O)c2c(N)c(CCC(F)=C(F)F)c(S(C)(=O)=O)c(P(O)Cl)c2C1=O.COP(=O)(OC)OC
- M (g mol⁻¹) = 640.94
- Kohn-Sham gap (eV) = 7.738